No. 1
The molecule C7H14NOP in a non-equilibrium geometry, computed with the ωB97M-V functional and the def2-TZVPD basis.

XYZ file:
```
24
C7H14NOP, DFT the ωB97M-V functional and the def2-TZVPD basis
P -2.83908 -0.40687 -0.32158
O -1.33786 -1.12292 -0.36702
N 0.27919 0.50837 -0.65704
C -0.34734 1.76712 1.37173
C 1.71648 0.76046 -0.98612
C -0.11835 -0.80062 -0.46799
C 0.83405 -1.84258 -0.34734
C -1.96855 1.41477 -0.53655
C 0.45526 -2.76274 0.83642
C -0.48619 1.62425 -0.17168
H 1.16918 -3.43211 1.28688
H -0.22051 2.56836 -0.80021
H -0.71221 0.78056 1.68543
H 0.99789 -2.51482 -1.20648
H -0.86400 2.69469 1.72390
H 0.20929 -2.14258 1.62177
H 2.46873 0.44243 -0.16147
H -2.18137 1.56022 -1.59619
H 0.67350 1.58311 1.48421
H -2.66597 2.14886 0.07980
H 1.69657 1.80864 -1.24705
H 1.85034 0.16455 -1.81923
H 1.82077 -1.50760 -0.07557
H -0.42981 -3.29354 0.67137
```

Output
energy above the lowest of the compared OMol25 structures with the same formula, charge and spin: 65.1 kcal/mol
frontier orbital gap (alpha / beta): 0.2351 / 0.2351 Eh
2S+1: 1



No. 2
The molecule C15H15F3N2O4 in a non-equilibrium geometry, computed with the ωB97M-V functional and the def2-TZVPD basis.

XYZ file:
```
39
C15H15F3N2O4, DFT the ωB97M-V functional and the def2-TZVPD basis
F -4.25205 2.36503 0.41690
F -4.64343 0.07226 -0.44481
F -4.76721 0.43917 1.92453
O -2.57328 -2.35849 -1.14188
O 1.46723 -4.46769 -2.11841
O 1.97243 1.89379 1.38116
O -1.84282 1.18950 2.03470
N 0.82101 -2.71778 1.58108
N -0.31051 -3.48505 -0.57598
C 2.53507 0.65360 -1.68243
C 0.89921 -3.43538 -1.49030
C 1.25825 -1.83648 -1.51645
C 1.10275 1.39641 -1.24221
C 1.54987 3.20633 0.64480
C -0.07217 -3.73067 0.89875
C -2.42623 0.62614 0.78094
C 3.21674 2.90985 1.02929
C -0.15711 -1.10573 -1.12975
C -1.73896 1.20299 -0.59066
C -1.22647 -2.33648 -0.96141
C 2.63822 -1.00926 -1.83102
C 1.16402 3.02739 -1.08722
C -4.06880 0.90111 0.66896
C -0.29744 0.52046 -0.97838
H 3.73014 2.02115 0.45005
H 0.13653 3.57261 -1.24233
H 0.40556 -4.79655 1.10937
H 2.07450 3.53167 -1.62374
H -1.13442 -3.71515 1.44250
H 0.95970 4.11359 1.27922
H -2.08998 0.47953 2.72723
H 3.61981 -1.58072 -2.11475
H -2.50683 1.04482 -1.46945
H 0.98072 -2.92601 2.59097
H -2.31013 -0.55632 0.89283
H -1.57544 2.37183 -0.42620
H 0.44867 -1.74206 1.52527
H 3.49647 2.97252 2.18801
H 3.51642 1.28810 -1.89920
```

Output
energy above the lowest of the compared OMol25 structures with the same formula, charge and spin: 401.2 kcal/mol
frontier orbital gap: 0.2800 Eh
structure (SMILES): NCN1C(=O)c2ccc(C[C@@H]3CO3)c(C[C@@H](O)C(F)(F)F)c2C1=O
2S+1: 1



No. 3
A cluster of 2 separate species, C5H10N3O3S in total in a non-equilibrium geometry, computed with the ωB97M-V functional and the def2-TZVPD basis.

XYZ file:
```
22
C5H10N3O3S, DFT the ωB97M-V functional and the def2-TZVPD basis
S -0.15485 -0.29701 -2.64221
O 0.24211 0.75772 -3.48707
O 0.38715 -1.57054 -2.64814
O -1.73763 -0.45438 -2.65098
N 0.01394 -1.06082 -0.14495
N 0.39019 -2.08438 1.90222
N 2.21595 1.35984 -0.01731
C -0.66689 0.13169 1.76314
C -0.63177 1.31689 -0.29064
C -0.85760 1.34323 1.14926
C -0.21244 0.07127 -0.86222
C -0.16711 -1.08593 1.15648
H 0.44020 -2.04000 2.91916
H 0.17256 -1.88996 -0.73075
H -0.76914 0.00491 2.86234
H -2.30510 -0.73403 -3.33107
H 2.03409 0.24963 -0.48046
H 3.32208 1.50855 0.10701
H -0.80192 2.26234 -0.79623
H 2.18545 1.81026 -0.89720
H 0.95224 -2.70253 1.36742
H -1.15948 2.30191 1.70236
```

Output
energy above the lowest of the compared OMol25 structures with the same formula, charge and spin: 40.0 kcal/mol
frontier orbital gap: 0.3303 Eh
net charge: +1
2S+1: 1



No. 4
A cluster of 2 separate species, C2H3NO3 in total in a non-equilibrium geometry, computed with the ωB97M-V functional and the def2-TZVPD basis.

XYZ file:
```
9
C2H3NO3, DFT the ωB97M-V functional and the def2-TZVPD basis
O -2.39019 -0.86986 0.63349
O 1.43863 -1.27915 -0.59323
O -2.56077 1.07271 -0.56201
N 0.71092 -0.29683 0.05970
C -2.46975 0.09928 0.03230
C 1.31109 0.78815 0.26997
H 2.33336 0.99229 -0.02389
H 0.86997 -2.06632 -0.59475
H 0.75675 1.55973 0.77843
```

Output
energy above the lowest of the compared OMol25 structures with the same formula, charge and spin: 49.7 kcal/mol
frontier orbital gap: 0.4067 Eh
structure (SMILES): O=C=O.C=NO
2S+1: 1



No. 5
The molecule C4H5NS in a non-equilibrium geometry, computed with the ωB97M-V functional and the def2-TZVPD basis.

XYZ file:
```
11
C4H5NS, DFT the ωB97M-V functional and the def2-TZVPD basis
S -0.33140 -0.96379 -0.66695
N -1.11346 0.51794 0.11570
C 2.25455 1.13893 -0.39388
C 1.96512 -0.09300 0.01888
C 1.13048 -1.03102 0.46983
C -2.51989 0.43215 -0.00283
H -3.20602 -0.06333 -0.76960
H 2.55137 2.00554 -1.11878
H 0.71571 -1.27503 1.35014
H -3.01516 1.23335 0.72604
H 1.56871 -1.90173 0.27144
```

Output
energy above the lowest of the compared OMol25 structures with the same formula, charge and spin: 145.5 kcal/mol
frontier orbital gap: 0.3200 Eh
structure (SMILES): C#CCSN=C
2S+1: 1



No. 6
A cluster of 11 separate species, C6H30O11 in total in a non-equilibrium geometry, computed with the ωB97M-V functional and the def2-TZVPD basis.

XYZ file:
```
47
C6H30O11, DFT the ωB97M-V functional and the def2-TZVPD basis
O 1.67859 -2.86931 -0.24883
O -1.81026 1.40536 0.64938
O -0.84566 -0.11788 3.66946
O 1.30412 3.23897 -0.57468
O -2.92063 -1.29408 -0.01231
O -0.38132 3.38814 1.73418
O -1.25487 3.26738 -1.54434
O -0.98999 -3.23376 -0.64410
O 1.48483 -1.62599 -3.12497
O 0.69889 2.76393 -3.40182
O -0.97902 -2.52904 2.49736
C 1.95978 -0.80503 2.30023
C 0.71205 -0.80435 -2.25389
C 1.43632 0.33986 1.37017
C 1.41054 -0.44229 -1.04693
C 0.80310 -0.06850 0.06976
C -0.47706 -0.54981 -2.81012
H -1.41351 2.79323 -2.36116
H -2.91433 -1.79232 0.82001
H 2.15790 -1.76191 1.81397
H -0.19605 -2.48893 1.92230
H 1.00146 1.99862 -3.90879
H -0.76937 -1.10459 -3.68967
H 0.83058 2.99175 0.24742
H 2.36873 0.86527 1.05183
H -1.04027 0.21651 -2.28796
H 1.29522 -1.11636 3.11816
H 1.11733 4.18852 -0.58478
H -2.24581 0.55942 0.50865
H 0.90178 2.41657 -2.52009
H -1.07649 -2.97935 -1.57195
H -1.29082 3.33240 1.42139
H -0.38725 -0.36906 2.87065
H -0.39060 2.62333 2.32669
H -2.12785 2.04984 -0.00061
H 2.31948 -1.81171 -2.68342
H -0.29942 3.24462 -1.33116
H -1.49531 -2.57207 -0.14512
H -0.27546 -0.09950 0.18221
H -1.42784 -3.21544 1.98194
H 0.71252 -3.03821 -0.27142
H 0.82357 0.99797 1.97979
H -1.53262 -0.75671 3.86200
H 2.48543 -0.34472 -1.10078
H -3.87429 -1.14447 -0.07342
H 2.83813 -0.37198 2.75762
H 2.07574 -3.37429 -0.96287
```

Output
energy above the lowest of the compared OMol25 structures with the same formula, charge and spin: 62.9 kcal/mol
frontier orbital gap: 0.3027 Eh
structure (SMILES): C=C(O)/C=C/CC.O.O.O.O.O.O.O.O.O.O
2S+1: 1